# 1
{"formula": "C2H9N", "method": "ωB97M-V/def2-TZVPD", "symbols": ["C", "C", "H", "H", "H", "H", "H", "H", "N", "H", "H", "H"], "positions_angstrom": [[-1.514, -2.542, -0.249], [-2.153, -1.842, -1.482], [-1.124, -3.536, -0.413], [-2.239, -2.573, 0.543], [-0.615, -1.994, 0.043], [-1.494, -1.081, -1.861], [-2.477, -2.596, -2.193], [-3.016, -1.281, -1.114], [3.480, 4.384, 1.454], [3.088, 4.847, 2.264], [3.678, 3.446, 1.782], [4.387, 4.770, 1.226]], "relative_energy_kcal_mol": 5.3, "smiles": "CC.N", "total_charge": 0, "max_force_ev_per_a": 1.48, "e_tot_ev": -3709.8267, "homo_lumo_gap_ev": 11.5}

# 2
{"formula": "C2H9N2", "method": "ωB97M-V/def2-TZVPD", "symbols": ["N", "H", "H", "H", "H", "C", "C", "N", "H", "H", "H", "H", "H"], "positions_angstrom": [[-0.439, -1.719, 1.649], [-0.464, -0.231, 0.860], [-1.385, -2.093, 1.638], [0.149, -2.409, 1.189], [-0.079, -1.587, 2.597], [0.927, 0.709, -1.791], [0.530, 1.010, -0.496], [-0.679, 0.534, 0.040], [0.294, 0.182, -2.498], [1.966, 0.659, -2.120], [1.094, 1.633, 0.188], [-1.363, 0.177, -0.640], [-1.100, 1.259, 0.658]], "relative_energy_kcal_mol": 40.7, "total_charge": 2, "multiplicity": 2, "max_force_ev_per_a": 2.52, "e_tot_ev": -5178.3571, "homo_lumo_gap_ev": [10.3, 6.1]}

# 3
{"formula": "C2H9N2O", "method": "ωB97M-V/def2-TZVPD", "symbols": ["C", "O", "H", "H", "H", "N", "C", "N", "H", "H", "H", "H", "H", "H"], "positions_angstrom": [[-0.307, -2.543, 0.474], [-0.645, -1.342, 1.008], [-0.529, -2.605, -0.645], [0.874, -2.487, 0.460], [-0.523, -3.446, 1.113], [0.146, 2.374, 0.565], [0.022, 1.727, -0.816], [0.028, 0.280, -0.893], [-0.635, 2.149, 1.171], [0.829, 1.851, 1.071], [-0.846, 2.211, -1.342], [0.930, 2.193, -1.394], [1.049, -0.005, -0.845], [-0.392, -0.357, 0.072]], "relative_energy_kcal_mol": 28.1, "total_charge": -1, "max_force_ev_per_a": 3.31, "e_tot_ev": -7246.3864, "homo_lumo_gap_ev": 7.7}

# 4
{"formula": "C2H9N2O", "method": "ωB97M-V/def2-TZVPD", "symbols": ["C", "C", "N", "N", "H", "H", "H", "H", "H", "H", "H", "H", "H", "O"], "positions_angstrom": [[0.226, 0.745, -0.943], [-0.447, -0.484, -1.004], [-0.079, -1.473, -1.948], [0.696, 1.257, 0.393], [0.577, 1.345, -1.758], [-1.427, -0.654, -0.567], [0.803, -1.337, -2.403], [-0.826, -1.925, -2.453], [1.718, 1.230, 0.370], [0.322, 2.146, 0.740], [0.430, 0.602, 1.136], [-0.124, -0.967, 2.477], [-1.151, -0.273, 3.410], [-0.718, -0.212, 2.551]], "relative_energy_kcal_mol": 53.1, "total_charge": 0, "multiplicity": 2, "max_force_ev_per_a": 0.88, "e_tot_ev": -7243.3941, "homo_lumo_gap_ev": [4.5, 6.7]}

# 5
{"formula": "C2H9N2O", "method": "ωB97M-V/def2-TZVPD", "symbols": ["C", "N", "C", "N", "H", "H", "H", "H", "H", "H", "H", "H", "H", "O"], "positions_angstrom": [[-1.442, 0.629, -2.045], [-0.475, 0.059, -1.047], [0.124, 0.941, -0.281], [0.881, 0.575, 0.732], [-0.960, 1.491, -2.501], [-2.350, 0.872, -1.518], [-1.601, -0.050, -2.882], [-0.376, -0.937, -0.938], [0.100, 1.982, -0.582], [0.744, -0.390, 1.136], [1.283, 1.280, 1.327], [0.559, -2.545, 1.755], [0.693, -1.830, 3.087], [0.862, -1.697, 2.130]], "relative_energy_kcal_mol": 17.6, "total_charge": 1, "max_force_ev_per_a": 2.06, "e_tot_ev": -7241.5932, "homo_lumo_gap_ev": 11.6}

# 6
{"formula": "C2H9N2O", "method": "ωB97M-V/def2-TZVPD", "symbols": ["C", "N", "H", "H", "H", "H", "H", "H", "C", "N", "O", "H", "H", "H"], "positions_angstrom": [[-0.034, 2.092, 2.295], [-0.085, 1.696, 0.810], [-0.985, 1.954, 2.797], [0.654, 1.340, 2.661], [0.322, 3.115, 2.329], [0.868, 1.746, 0.475], [-0.799, 2.284, 0.388], [-0.424, 0.709, 0.665], [0.433, -1.427, -1.109], [-0.118, -2.341, -1.908], [-0.116, -0.496, -0.520], [1.530, -1.437, -1.015], [-1.126, -2.374, -1.819], [0.349, -3.196, -2.153]], "relative_energy_kcal_mol": 18.4, "total_charge": 1, "max_force_ev_per_a": 2.81, "e_tot_ev": -7241.5601, "homo_lumo_gap_ev": 11.3}

# 7
{"formula": "C2H9N2O", "method": "ωB97M-V/def2-TZVPD", "symbols": ["C", "N", "C", "N", "H", "H", "H", "H", "H", "H", "H", "H", "H", "O"], "positions_angstrom": [[-1.690, -0.781, -0.428], [-0.458, -0.108, 0.021], [-0.528, 1.040, 0.640], [0.558, 1.623, 1.128], [-2.309, -0.929, 0.451], [-1.457, -1.704, -0.945], [-2.204, -0.146, -1.151], [0.478, -0.333, -0.315], [-1.413, 1.666, 0.556], [1.352, 1.039, 1.307], [0.536, 2.552, 1.488], [3.015, -1.068, -0.609], [2.055, -1.759, -1.435], [2.065, -1.093, -0.707]], "relative_energy_kcal_mol": 19.4, "total_charge": 1, "max_force_ev_per_a": 1.73, "e_tot_ev": -7241.5135, "homo_lumo_gap_ev": 11.3}

# 8
{"formula": "C2H9N2O", "method": "ωB97M-V/def2-TZVPD", "symbols": ["C", "C", "N", "N", "H", "H", "H", "H", "H", "H", "H", "H", "H", "O"], "positions_angstrom": [[-0.799, -0.857, 0.062], [-0.721, -0.103, -1.044], [-1.595, -0.144, -2.070], [0.014, -0.565, 1.245], [-1.504, -1.663, 0.186], [0.184, 0.494, -1.143], [-2.551, -0.376, -1.872], [-1.382, 0.430, -2.863], [-0.611, -0.434, 2.037], [0.646, -1.341, 1.444], [0.674, 0.237, 1.269], [1.961, 1.929, 1.010], [3.273, 1.327, 0.693], [2.410, 1.067, 1.046]], "relative_energy_kcal_mol": 39.1, "total_charge": 1, "max_force_ev_per_a": 1.03, "e_tot_ev": -7240.6591, "homo_lumo_gap_ev": 9.7}

# 9
{"formula": "C2H9N2O", "method": "ωB97M-V/def2-TZVPD", "symbols": ["N", "C", "N", "C", "O", "H", "H", "H", "H", "H", "H", "H", "H", "H"], "positions_angstrom": [[0.852, -0.100, -1.785], [-0.460, -0.232, -0.755], [-0.499, 0.741, 0.223], [-0.192, 0.424, 1.574], [-0.340, -1.000, 1.751], [0.825, -1.010, -2.254], [0.633, 0.609, -2.484], [1.700, -0.069, -1.219], [-1.275, -0.176, -1.476], [-0.323, -1.224, -0.356], [-0.769, 1.657, -0.074], [-0.817, 0.981, 2.276], [0.860, 0.559, 1.895], [-0.196, -1.158, 2.684]], "relative_energy_kcal_mol": 47.8, "smiles": "[NH3+]CNCO", "total_charge": 1, "max_force_ev_per_a": 2.47, "e_tot_ev": -7240.2833, "homo_lumo_gap_ev": 10.3}

# 10
{"formula": "C2H9N2S", "method": "ωB97M-V/def2-TZVPD", "symbols": ["C", "S", "H", "H", "H", "N", "C", "N", "H", "H", "H", "H", "H", "H"], "positions_angstrom": [[0.390, 2.148, -0.146], [1.379, 0.703, -0.520], [-0.545, 1.761, 0.341], [0.250, 2.873, -1.099], [0.928, 2.660, 0.556], [-1.117, -1.138, -0.863], [-1.499, -1.265, 0.564], [-0.344, -1.271, 1.508], [-0.289, -0.618, -1.161], [-1.694, -1.437, -1.635], [-2.072, -2.246, 0.928], [-2.254, -0.489, 0.890], [0.117, -0.280, 1.371], [0.386, -1.904, 1.112]], "relative_energy_kcal_mol": 36.0, "total_charge": -1, "max_force_ev_per_a": 3.29, "e_tot_ev": -16034.9950, "homo_lumo_gap_ev": 6.8}

# 11
{"formula": "C2H9N2S", "method": "ωB97M-V/def2-TZVPD", "symbols": ["C", "C", "N", "N", "S", "H", "H", "H", "H", "H", "H", "H", "H", "H"], "positions_angstrom": [[1.044, -0.472, -1.033], [-0.346, -1.056, -1.206], [-0.469, -2.303, -0.821], [0.216, -0.157, 0.111], [-0.312, 3.262, 2.339], [1.864, -1.106, -0.858], [1.429, 0.274, -1.736], [-1.258, -0.486, -1.534], [0.322, -2.807, -0.524], [-1.326, -2.830, -0.650], [-1.656, 3.051, 2.302], [0.066, 0.822, 0.485], [0.567, -0.800, 0.834], [-0.141, 4.607, 2.291]], "relative_energy_kcal_mol": 53.1, "total_charge": 1, "max_force_ev_per_a": 3.21, "e_tot_ev": -16027.1035, "homo_lumo_gap_ev": 9.8}

# 12
{"formula": "C2H9N3", "method": "ωB97M-V/def2-TZVPD", "symbols": ["H", "N", "N", "C", "C", "H", "H", "H", "H", "H", "N", "H", "H", "H"], "positions_angstrom": [[0.351, 0.331, -2.086], [-0.326, 0.656, -1.341], [0.034, -0.007, -0.372], [-0.771, 0.110, 0.821], [-2.224, 0.729, 0.719], [-0.326, 0.811, 1.567], [-0.867, -0.837, 1.283], [-2.685, 0.841, 1.781], [-2.081, 1.737, 0.225], [-3.009, 0.041, 0.314], [2.545, 0.202, 0.738], [2.451, 0.445, -0.170], [3.515, 0.509, 1.050], [2.535, -0.826, 0.696]], "relative_energy_kcal_mol": 55.4, "smiles": "[H]/N=N/CC.N", "total_charge": 0, "max_force_ev_per_a": 4.66, "e_tot_ev": -6688.1073, "homo_lumo_gap_ev": 10.1}

# 13
{"formula": "C2H9N3", "method": "ωB97M-V/def2-TZVPD", "symbols": ["C", "C", "N", "N", "N", "H", "H", "H", "H", "H", "H", "H", "H", "H"], "positions_angstrom": [[-0.626, -0.328, -0.413], [-1.499, 0.875, -0.138], [0.994, -0.145, 0.396], [2.155, 0.332, -0.328], [-0.880, -1.558, 0.146], [0.882, 0.381, 1.264], [-0.301, -0.364, -1.464], [2.965, 0.356, 0.288], [2.364, -0.364, -1.042], [-1.526, -1.466, 0.930], [0.655, -1.236, 0.591], [-1.004, 1.799, -0.445], [-2.426, 0.787, -0.709], [-1.752, 0.930, 0.925]], "relative_energy_kcal_mol": 83.4, "total_charge": 0, "max_force_ev_per_a": 1.66, "e_tot_ev": -6686.8928, "homo_lumo_gap_ev": 8.9}

# 14
{"formula": "C2H9N3O2", "method": "ωB97M-V/def2-TZVPD", "symbols": ["C", "N", "H", "H", "H", "H", "H", "C", "N", "O", "O", "N", "H", "H", "H", "H"], "positions_angstrom": [[0.210, -1.786, -1.217], [-0.817, -0.936, -0.619], [-1.700, -0.991, -1.124], [-0.856, -1.006, 0.499], [-0.045, -2.838, -1.083], [0.368, -1.541, -2.269], [1.167, -1.621, -0.721], [-0.307, 0.835, 0.112], [0.703, 0.742, 2.157], [0.959, 0.971, -0.378], [-1.213, 1.688, -0.487], [-0.461, 0.503, 1.419], [1.217, 1.914, -0.347], [-0.831, 2.026, -1.306], [0.691, 0.309, 3.075], [0.916, 1.731, 2.287]], "relative_energy_kcal_mol": 99.3, "total_charge": 0, "max_force_ev_per_a": 3.06, "e_tot_ev": -10781.7365, "homo_lumo_gap_ev": 7.3}

# 15
{"formula": "C2H9N3O2", "method": "ωB97M-V/def2-TZVPD", "symbols": ["C", "C", "N", "N", "N", "O", "O", "H", "H", "H", "H", "H", "H", "H", "H", "H"], "positions_angstrom": [[-0.040, -1.481, -1.092], [0.710, -0.648, -0.035], [0.727, 1.749, 1.089], [-1.350, 1.272, 0.343], [0.060, 1.318, 0.046], [-0.429, -0.784, -2.234], [0.570, -1.045, 1.298], [0.676, -2.195, -1.470], [-0.959, -1.877, -0.606], [1.803, -0.629, -0.245], [1.227, 2.604, 1.040], [0.301, 1.781, 2.076], [-1.550, 1.052, 1.272], [-1.833, 0.712, -0.262], [0.299, -0.262, -2.543], [-0.212, -1.566, 1.322]], "relative_energy_kcal_mol": 129.3, "total_charge": 0, "max_force_ev_per_a": 4.78, "e_tot_ev": -10780.4374, "homo_lumo_gap_ev": 7.9}

# 16
{"formula": "C2H9N3O2S", "method": "ωB97M-V/def2-TZVPD", "symbols": ["C", "C", "N", "N", "S", "N", "O", "O", "H", "H", "H", "H", "H", "H", "H", "H", "H"], "positions_angstrom": [[-0.874, 0.708, 1.367], [-0.908, 0.299, -0.030], [0.442, -0.020, -0.465], [0.551, -0.258, -1.877], [1.205, -1.447, 0.559], [1.944, -0.779, 1.916], [0.160, -2.192, 1.197], [2.145, -1.940, -0.431], [-1.798, 1.101, 1.766], [-0.448, -0.028, 2.079], [-0.198, 1.574, 1.547], [-1.604, -0.570, -0.092], [-0.950, 1.226, -0.615], [0.821, -1.212, -1.959], [1.365, 0.224, -2.026], [2.479, 0.063, 1.839], [1.160, -0.639, 2.542]], "relative_energy_kcal_mol": 34.5, "smiles": "CCN(N)S(N)(=O)=O", "total_charge": 0, "max_force_ev_per_a": 3.83, "e_tot_ev": -21617.8387, "homo_lumo_gap_ev": 10.2}

# 17
{"formula": "C2H9N4", "method": "ωB97M-V/def2-TZVPD", "symbols": ["C", "C", "N", "N", "N", "N", "H", "H", "H", "H", "H", "H", "H", "H", "H"], "positions_angstrom": [[-1.544, 0.807, 0.393], [0.842, -1.600, -0.556], [-1.290, 0.023, 1.436], [-0.661, 1.426, -0.260], [1.342, -0.229, -0.764], [1.047, 0.719, 0.061], [-2.545, 1.039, 0.311], [0.984, -1.725, 0.496], [-0.186, -1.624, -0.845], [1.523, -2.200, -1.012], [-1.837, -0.401, 2.156], [-0.687, 2.051, -1.094], [1.689, 0.087, -1.627], [-0.269, 0.093, 1.453], [1.592, 1.535, -0.149]], "relative_energy_kcal_mol": 89.6, "total_charge": 1, "max_force_ev_per_a": 4.01, "e_tot_ev": -8170.9400, "homo_lumo_gap_ev": 10.2}

# 18
{"formula": "C2H9N4O", "method": "ωB97M-V/def2-TZVPD", "symbols": ["C", "C", "N", "N", "N", "N", "O", "H", "H", "H", "H", "H", "H", "H", "H", "H"], "positions_angstrom": [[0.698, 0.830, 0.194], [-1.160, -1.903, 0.643], [-0.375, 1.523, 0.485], [1.845, 1.338, 0.495], [0.055, -1.088, -1.124], [0.009, -0.428, -2.231], [-1.186, -1.191, -0.595], [-2.159, -2.158, 0.952], [-0.725, -1.294, 1.479], [-0.553, -2.853, 0.610], [-0.298, 2.542, 0.741], [0.780, -0.009, -2.750], [1.655, 2.247, 0.776], [-0.894, 0.152, -2.523], [2.786, 1.042, 0.116], [-1.262, 1.109, 0.339]], "relative_energy_kcal_mol": 157.7, "total_charge": 1, "max_force_ev_per_a": 4.53, "e_tot_ev": -10216.4136, "homo_lumo_gap_ev": [7.9, 7.9]}

# 19
{"formula": "C2H9N4O", "method": "ωB97M-V/def2-TZVPD", "symbols": ["C", "C", "N", "N", "N", "N", "O", "H", "H", "H", "H", "H", "H", "H", "H", "H"], "positions_angstrom": [[0.868, 1.664, 0.424], [-0.371, -0.439, 0.543], [0.375, 0.603, 0.807], [0.109, -1.614, 0.237], [-2.191, 0.677, 1.665], [1.351, -0.566, -2.114], [-1.623, -0.534, 1.095], [1.481, 2.261, 1.079], [0.640, 2.081, -0.616], [-0.546, -2.466, 0.045], [1.069, -1.616, -0.100], [-3.098, 0.709, 1.234], [-2.182, 0.559, 2.643], [2.244, -0.062, -2.118], [1.348, -1.216, -2.896], [0.526, -0.040, -1.928]], "relative_energy_kcal_mol": 106.1, "total_charge": 1, "max_force_ev_per_a": 3.49, "e_tot_ev": -10218.6512, "homo_lumo_gap_ev": 9.8}

# 20
{"formula": "C2H9N4P3", "method": "ωB97M-V/def2-TZVPD", "symbols": ["C", "C", "N", "N", "N", "N", "P", "P", "P", "H", "H", "H", "H", "H", "H", "H", "H", "H"], "positions_angstrom": [[2.382, 1.365, 0.118], [2.554, -0.767, -0.781], [-1.382, -0.816, 0.051], [-3.691, -0.013, -0.428], [0.872, -0.106, 0.832], [1.908, 0.174, 0.132], [-2.793, -1.384, -0.203], [-0.007, -1.563, 0.745], [-3.263, 1.561, 0.329], [3.257, 1.689, -0.450], [-2.093, 1.027, 0.923], [1.924, 2.038, 0.886], [2.550, -1.843, -0.336], [1.785, -1.104, -1.513], [3.631, -0.638, -0.987], [-4.765, -0.152, -0.417], [-0.448, -1.483, 2.021], [-2.422, 2.015, -0.925]], "relative_energy_kcal_mol": 76.0, "total_charge": 0, "max_force_ev_per_a": 4.54, "e_tot_ev": -36042.8225, "homo_lumo_gap_ev": 8.1}